[1]
# C33H37BrGaN4O3S

A structure of composition C33H37BrGaN4O3S (ωB97M-V/def2-TZVPD, OMol25).

Gap between HOMO and LUMO: 7.36 eV
Total charge: +1
Relative energy (zero: lowest compared OMol25 entry of this formula, charge and spin): 0.0 kcal/mol
Lowest unoccupied orbital energy: -3.283 eV
F_max: 0.13 eV Å⁻¹
Calculated total energy: -6621.37175 hartree

Positions of all 80 atoms, in Å:
Ga: 1.75354 -0.13655 -0.69161
O: 2.77547 -1.04804 3.07313
S: 1.72085 -0.71405 2.16627
O: 1.49319 0.66271 1.75855
N: 1.97754 -1.38414 0.70657
C: 2.30682 -2.68026 0.34571
C: 2.47417 -3.77102 1.15614
C: 2.78876 -5.03117 0.59862
C: 2.93595 -5.20937 -0.74624
C: 2.78145 -4.10025 -1.61282
C: 2.90210 -4.16919 -3.01796
C: 2.73376 -3.04866 -3.78566
C: 2.44177 -1.83098 -3.15770
N: 2.32722 -1.73353 -1.84947
C: 2.47973 -2.84455 -1.06206
C: 0.21865 -1.36560 2.79150
C: 0.26285 -2.39250 3.72739
C: -0.93031 -2.92788 4.18681
C: -2.13947 -2.43050 3.71993
C: -2.16797 -1.38745 2.80361
C: -0.98456 -0.84091 2.33539
H: 2.37590 -3.66645 2.22694
H: 2.91012 -5.87389 1.26589
H: 3.17008 -6.18083 -1.15991
H: 3.12688 -5.12193 -3.48172
H: 2.81551 -3.08451 -4.86203
H: 2.28916 -0.92376 -3.72955
H: 1.21371 -2.73741 4.10859
H: -0.91360 -3.72412 4.91846
H: -3.06768 -2.84976 4.08540
H: -3.11160 -0.98846 2.45603
H: -0.99449 -0.01498 1.63609
C: -5.91743 0.28948 -1.27210
C: -5.18818 0.83276 -0.03574
C: -5.73897 2.22503 0.27613
C: -5.47138 -0.08159 1.16349
C: -3.68683 0.85733 -0.31808
C: -3.01966 -0.31725 -0.64776
C: -1.67435 -0.27636 -0.93553
Br: -0.84635 -1.94470 -1.30972
C: -0.90094 0.89383 -0.92906
O: 0.40925 0.87328 -1.31606
C: -1.55500 2.07990 -0.55729
C: -2.92310 2.01000 -0.27133
C: -0.93100 3.48503 -0.46344
C: -1.48315 4.34032 -1.61304
C: 0.59303 3.50564 -0.54482
C: -1.30616 4.12793 0.88345
H: -6.99353 0.27065 -1.09215
H: -5.60122 -0.72561 -1.51631
H: -5.72611 0.92014 -2.14222
H: -6.81308 2.15715 0.45211
H: -5.58192 2.91412 -0.55588
H: -5.28441 2.64979 1.17321
H: -6.54539 -0.13366 1.35062
H: -4.99053 0.30384 2.06512
H: -5.11454 -1.09783 0.98581
H: -3.53225 -1.26919 -0.68028
H: -3.41383 2.93133 -0.00147
H: -1.21371 3.90716 -2.57842
H: -1.07127 5.35041 -1.56218
H: -2.56973 4.41473 -1.56794
H: 0.92806 3.20649 -1.53701
H: 1.03447 2.84871 0.20563
H: 0.93837 4.52480 -0.35460
H: -2.37671 4.28950 0.99780
H: -0.82373 5.10345 0.96415
H: -0.96314 3.50855 1.71482
C: 7.05578 0.71372 -0.68186
N: 5.64082 1.06400 -0.78539
C: 5.11605 2.33582 -0.85521
C: 3.76804 2.19860 -0.89231
N: 3.46787 0.85378 -0.85115
C: 4.62313 0.20433 -0.78649
H: 7.64333 1.62160 -0.77559
H: 7.33102 0.02928 -1.48057
H: 7.25938 0.25633 0.28354
H: 5.73916 3.21195 -0.86440
H: 3.00515 2.95068 -0.93103
H: 4.73922 -0.86520 -0.71970

---

[2]
# C33H37BrN7

A cluster of 7 separate species, C33H37BrN7 in total at a distorted geometry (ωB97M-V/def2-TZVPD, OMol25).

Gap between HOMO and LUMO: 3.96 eV
Total charge: -1
Lowest unoccupied orbital energy: 1.893 eV
F_max: 1.27 eV Å⁻¹
Calculated total energy: -4236.93445 hartree

Positions of all 78 atoms, in Å:
C: -1.11525 5.68466 1.65881
C: -2.41752 4.87354 1.52446
Br: -2.34897 3.37245 2.80577
C: -3.69151 5.70880 1.74388
N: -4.93013 4.99257 1.76220
H: -1.34605 6.60280 2.19251
H: -0.34895 5.14026 2.19498
H: -0.74286 5.91045 0.66296
H: -2.47443 4.45463 0.52898
H: -3.53946 6.32224 2.65371
H: -3.69420 6.41456 0.90167
H: -4.98784 4.56509 2.68304
N: 1.25378 2.80651 -0.97180
C: 2.56756 2.80826 -1.18442
C: 3.51083 2.60791 -0.18820
C: 3.06467 2.39483 1.10716
C: 1.70221 2.39192 1.34854
C: 0.84349 2.60191 0.27873
H: 2.87494 2.97976 -2.21120
H: 4.56702 2.61812 -0.42328
H: 3.76683 2.23292 1.91602
H: 1.30831 2.22655 2.34289
H: -0.22738 2.59996 0.42978
N: -4.41110 3.36142 -2.42176
C: -5.07336 3.55983 -3.56205
C: -6.21876 4.33185 -3.65814
C: -6.70605 4.93348 -2.50359
C: -6.03568 4.73450 -1.30873
C: -4.89929 3.94294 -1.32198
H: -4.65592 3.07526 -4.44028
H: -6.71343 4.46168 -4.61248
H: -7.59791 5.54792 -2.53801
H: -6.35966 5.17412 -0.37198
H: -4.36056 3.77507 -0.39629
N: -2.10390 -1.82393 -2.53387
C: -2.68650 -0.65054 -2.78494
C: -2.60143 0.45196 -1.94857
C: -1.87396 0.32772 -0.77803
C: -1.26166 -0.88251 -0.49491
C: -1.40541 -1.92208 -1.40184
H: -3.24861 -0.59728 -3.71177
H: -3.08599 1.38915 -2.19658
H: -1.79257 1.16367 -0.09726
H: -0.68264 -1.01952 0.40901
H: -0.93963 -2.88492 -1.22238
N: 0.73183 -4.75643 -1.43396
C: 0.56341 -6.03278 -1.77200
C: 1.06687 -6.59371 -2.93571
C: 1.78239 -5.78297 -3.80033
C: 1.96774 -4.45223 -3.46419
C: 1.42482 -3.99034 -2.27530
H: -0.00170 -6.63399 -1.06805
H: 0.90319 -7.64008 -3.15456
H: 2.19028 -6.18195 -4.72061
H: 2.51838 -3.78220 -4.10994
H: 1.54380 -2.95467 -1.97637
N: 2.68156 -9.18288 -0.46659
C: 3.39550 -8.19022 -0.99308
C: 4.59679 -8.37752 -1.66072
C: 5.08770 -9.66626 -1.78432
C: 4.35863 -10.71085 -1.23935
C: 3.16699 -10.41556 -0.59552
H: 2.97804 -7.19791 -0.87358
H: 5.13014 -7.53191 -2.07278
H: 6.02247 -9.85425 -2.29703
H: 4.70411 -11.73304 -1.31155
H: 2.56428 -11.20408 -0.15772
N: 1.96180 1.91040 4.83791
C: 1.81178 3.22395 4.99608
C: 2.59032 3.98699 5.85403
C: 3.57250 3.35098 6.59415
C: 3.73814 1.98344 6.44446
C: 2.91107 1.31457 5.55541
H: 1.02940 3.68137 4.39851
H: 2.42633 5.05233 5.93748
H: 4.19924 3.91128 7.27647
H: 4.49217 1.44546 7.00286
H: 3.00897 0.24458 5.40522

---

[3]
# C33H37ClN2O3PtSi

A structure of composition C33H37ClN2O3PtSi at a distorted geometry (ωB97M-V/def2-TZVPD, OMol25).

Gap between HOMO and LUMO: 6.90 eV
Total charge: 0
Relative energy (zero: lowest compared OMol25 entry of this formula, charge and spin): 16.1 kcal/mol
Lowest unoccupied orbital energy: 0.043 eV
F_max: 1.56 eV Å⁻¹
Calculated total energy: -2483.92004 hartree

Positions of all 78 atoms, in Å:
Pt: 0.26986 0.96941 -0.29642
C: -0.03051 1.00978 1.71663
Si: -1.62358 0.14368 2.01467
C: -1.52231 -1.33028 0.85443
N: -0.97545 -0.88761 -0.45800
C: -0.14589 -1.94250 -1.07865
C: -0.95630 -3.18025 -1.46777
C: -2.27375 -2.79654 -2.17251
C: -2.25970 -1.32880 -2.58953
C: -2.06997 -0.41592 -1.38223
C: -3.12961 1.17968 1.60584
C: -4.42043 0.66381 1.75422
C: -5.53916 1.43531 1.47272
C: -5.38438 2.74634 1.03988
C: -4.11148 3.27609 0.88069
C: -2.99574 2.49602 1.15875
C: -1.76588 -0.46061 3.79031
C: -2.61370 0.15159 4.71676
C: -2.58157 -0.19704 6.06142
C: -1.69550 -1.16725 6.50711
C: -0.85166 -1.79787 5.60184
C: -0.88851 -1.44393 4.26071
H: 0.81017 0.42371 2.11239
H: 0.01212 2.00116 2.17121
H: -2.48092 -1.84403 0.71839
H: -0.83575 -2.05835 1.29689
H: 0.64171 -2.20610 -0.37360
H: 0.34284 -1.52652 -1.95175
H: -1.16493 -3.78054 -0.58049
H: -0.33244 -3.79069 -2.12329
H: -3.12253 -2.96464 -1.50328
H: -2.43570 -3.42869 -3.04640
H: -3.19935 -1.06339 -3.07680
H: -1.45972 -1.15466 -3.31487
H: -2.99816 -0.37332 -0.80945
H: -1.85968 0.59231 -1.72166
H: -4.55428 -0.35720 2.10143
H: -6.53129 1.01759 1.59083
H: -6.25604 3.35295 0.82743
H: -3.98827 4.29598 0.53778
H: -2.00257 2.90651 1.01034
H: -3.31017 0.91260 4.38107
H: -3.24580 0.29320 6.76261
H: -1.65630 -1.42701 7.55776
H: -0.16058 -2.55883 5.94317
H: -0.21362 -1.93982 3.56902
C: 6.20888 -3.18752 -0.47655
O: 5.82610 -2.98186 -1.82502
C: 4.76815 -2.16854 -2.05383
C: 4.44245 -1.98860 -3.42757
C: 3.36976 -1.22551 -3.75122
C: 2.56356 -0.55307 -2.78317
C: 1.38909 0.13434 -3.21846
C: 1.01271 0.08314 -4.68853
O: 0.57846 0.78191 -2.50479
C: 2.95776 -0.65204 -1.38873
O: 2.42934 -0.00519 -0.44996
C: 4.04213 -1.54890 -1.07782
H: 7.08265 -3.83228 -0.50538
H: 5.41306 -3.67662 0.08976
H: 6.46711 -2.24469 0.01004
H: 5.04802 -2.46971 -4.18304
H: 3.12393 -1.12095 -4.79920
H: 0.94690 -0.94296 -5.04902
H: 1.74883 0.61531 -5.29414
H: 0.04797 0.57000 -4.81042
H: 4.27771 -1.64163 -0.02782
Cl: 2.39270 5.65112 2.15863
C: 2.20729 4.71153 0.71808
C: 3.02451 4.93121 -0.37391
C: 2.79773 4.17044 -1.50665
C: 1.79235 3.22147 -1.49808
N: 1.01969 2.99891 -0.42766
C: 1.22502 3.74133 0.66140
H: 3.80421 5.67976 -0.33490
H: 3.39873 4.31203 -2.39359
H: 1.57883 2.62238 -2.36754
H: 0.58087 3.56989 1.50946